1.
ORCA calculation (ωB97M-V/def2-TZVPD) on 9 unconnected molecules or ions with the total composition C51H48N8O19S at a distorted geometry.

Geometry (Å):
1 C 7.54771 -24.45904 -17.59331
2 H 6.72036 -26.71283 -14.57113
3 H 0.85200 -22.53922 -16.87390
4 O 6.85033 -27.47826 -11.50602
5 H 12.27350 -23.52473 -8.60229
6 H 6.31726 -24.79418 -11.11455
7 C 8.73425 -27.93355 -7.45043
8 H 8.12303 -27.05795 -7.61206
9 C 10.85892 -18.36982 -9.75779
10 C 2.64308 -29.74961 -14.37558
11 H 9.73036 -22.06866 -10.70499
12 C 12.92131 -22.15602 -12.17540
13 H -0.64241 -29.14181 -14.05131
14 O 11.08803 -25.20496 -13.14279
15 N 2.93891 -26.14964 -13.69154
16 C 3.00355 -22.25772 -16.70075
17 H 11.44138 -24.76959 -10.55497
18 S 8.16222 -28.39003 -11.98401
19 H 0.67548 -21.48181 -19.00854
20 C 2.67807 -20.89143 -19.14093
21 C 13.02703 -21.84854 -9.81730
22 C 6.30033 -26.26223 -16.59562
23 C 13.30642 -17.00022 -9.92715
24 C 1.63392 -21.56049 -18.51702
25 N 9.48692 -19.02280 -9.78910
26 H 14.20539 -16.40464 -9.98666
27 O 11.87387 -23.54545 -14.32806
28 C 13.83092 -15.83581 -15.77586
29 H 3.29599 -30.57313 -14.62444
30 H 15.16517 -18.94064 -15.52982
31 O 2.26677 -25.30158 -13.05804
32 H 8.60654 -31.14041 -8.46396
33 C 7.01607 -26.09954 -15.40948
34 C 8.06212 -23.48654 -10.68680
35 H 5.46141 -26.94200 -16.61888
36 O 8.03715 -29.70557 -11.36738
37 O 4.03660 -25.91474 -14.12791
38 H 12.99384 -21.73190 -13.16599
39 H 9.21980 -26.35987 -11.14891
40 H 6.37169 -28.88941 -10.14320
41 H 5.87649 -23.74703 -13.36651
42 C 12.14692 -23.35978 -12.03273
43 H 10.32306 -26.97697 -6.42558
44 C 7.97996 -25.16438 -15.28667
45 H 6.78536 -27.17813 -9.65993
46 H 4.31065 -27.01546 -9.58373
47 H 9.35408 -21.30733 -12.97752
48 C 0.95785 -27.59941 -13.69494
49 C 10.05648 -27.90085 -6.91732
50 C 0.39798 -28.88268 -13.92158
51 C 9.48303 -27.41761 -11.14564
52 C 12.39228 -23.10260 -9.58926
53 C 14.40873 -18.16992 -15.51600
54 C 1.27572 -29.92143 -14.31675
55 H 14.25409 -14.84452 -15.84410
56 O 12.85023 -30.00070 -6.45835
57 H 13.48304 -17.53992 -11.88990
58 H 4.71007 -26.34863 -11.11375
59 C 3.19827 -28.51262 -14.25525
60 H 0.32436 -26.76427 -13.43489
61 H 7.21817 -29.13905 -8.31986
62 O 8.72422 -18.95926 -8.83826
63 O 5.62236 -22.54955 -15.76418
64 H 7.68566 -23.92385 -18.52119
65 H 9.03815 -23.52872 -16.30879
66 H 10.86250 -17.56067 -7.71742
67 H 12.85379 -19.51243 -15.10287
68 H 3.10878 -22.80428 -15.77522
69 H 10.39929 -27.76756 -11.62111
70 C 11.58969 -18.32187 -10.97191
71 H 4.24663 -28.34127 -14.45014
72 H 11.75061 -15.35617 -15.49050
73 N 11.64531 -24.09460 -13.22778
74 C 4.12528 -21.73906 -17.35171
75 O 5.46058 -24.52698 -19.61508
76 H 13.67642 -20.39830 -11.19972
77 C 10.21981 -30.25151 -7.32392
78 C 6.69110 -23.38735 -12.75541
79 H 11.17500 -18.82433 -11.83328
80 C 8.98126 -30.28299 -7.92468
81 H 4.19592 -27.94822 -11.20842
82 C 12.48636 -16.14676 -15.48362
83 H 7.33931 -21.99542 -14.18124
84 O 6.41703 -21.34445 -17.31937
85 O 7.61425 -24.97644 -8.92573
86 H 12.83529 -16.37799 -7.86624
87 N 10.71562 -17.84086 -14.77126
88 O 8.33042 -28.35532 -13.44189
89 C 8.27732 -24.29112 -16.38804
90 C 7.57463 -22.42614 -13.21920
91 C 11.97997 -23.84830 -10.72097
92 C 8.24014 -29.13023 -7.97074
93 O 9.23090 -19.73124 -10.74785
94 H 0.94754 -30.93705 -14.48181
95 N 12.00452 -29.14992 -6.06314
96 H 15.78012 -16.62390 -15.96506
97 C 8.89634 -22.52678 -11.21581
98 H 8.56951 -25.00715 -14.39554
99 C 14.75492 -16.86784 -15.72873
100 H 13.24771 -21.18062 -8.99780
101 C 6.94478 -23.99124 -11.47221
102 C 10.76635 -29.12979 -6.79568
103 O 5.29160 -26.66206 -19.27863
104 C 3.95856 -20.99926 -18.56355
105 C 2.39155 -27.41986 -13.88894
106 C 8.67207 -22.01711 -12.53314
107 H 9.40960 -27.74229 -10.10772
108 C 13.29627 -21.40059 -11.06831
109 O 9.41722 -23.95662 -8.76789
110 C 13.07452 -18.47345 -15.29834
111 C 6.50137 -25.42357 -17.66006
112 O 12.11157 -28.38667 -5.13940
113 C 4.74669 -27.27916 -10.54729
114 H 2.50575 -20.36986 -20.07081
115 O 10.50604 -18.97670 -14.33224
116 N 5.66940 -25.52674 -18.89645
117 C 1.77178 -22.19578 -17.32384
118 H 10.85197 -31.12716 -7.32868
119 H 4.77231 -20.49064 -19.05906
120 C 12.83078 -17.66799 -11.03870
121 C 12.58376 -16.97226 -8.73225
122 N 5.46460 -21.86235 -16.75455
123 N 8.40515 -24.17428 -9.39253
124 C 11.38333 -17.64107 -8.66011
125 O 9.83929 -17.02834 -14.83586
126 C 12.08081 -17.47044 -15.21101
127 C 6.20760 -27.82625 -10.31889

* Kohn-Sham gap: 8.263 eV
* total charge: 0
* DFT total energy: -4237.1469 hartree
* HOMO level: -9.201 eV

Atomic partial charges in e from the Mulliken method, atoms 1 to 2:
1. C -0.925
2. H 0.167

2.
ORCA calculation (ωB97M-V/def2-TZVPD) on a molecular structure, C51H49FeN7O5S2.

Geometry (Å):
1 H 4.77181 -2.34893 3.99021
2 N 2.97786 3.10842 1.04899
3 H 1.78392 0.73407 -1.32191
4 C 3.02497 -2.72369 1.10735
5 H -5.75200 4.89096 3.98288
6 H 2.51167 -4.65574 -3.56368
7 N -1.24097 2.66774 2.35269
8 C 1.83310 0.48137 -2.37486
9 H 3.04667 2.10345 0.91962
10 C -3.72862 -1.58419 3.60765
11 H 6.88362 3.76140 -1.12752
12 H -3.13336 2.40326 -4.36667
13 C 0.04968 -6.47140 1.04672
14 C 2.62867 -2.28849 3.81406
15 H -1.79560 -7.57010 1.14082
16 C -1.98610 -0.79350 5.05937
17 N -0.66763 2.97065 -0.97405
18 C 1.92054 -0.17079 -5.06415
19 C 1.54625 -2.37410 2.95659
20 H -2.13758 -3.30323 0.85228
21 H -0.08010 2.15091 -0.90529
22 H 3.19489 -2.89360 0.05203
23 C 4.77203 6.14581 -0.00012
24 C -1.72241 -0.28156 -2.83591
25 C -1.92742 2.79623 -0.52728
26 C -3.63924 2.71332 2.47661
27 C 3.92247 -2.41972 3.32222
28 H 5.11808 -2.73031 1.57076
29 O 1.47983 -3.50106 -1.40039
30 C -0.14243 -4.07285 0.85224
31 C -1.87370 1.00927 -3.34144
32 C 5.89014 5.59518 -0.61239
33 C 6.01880 4.21210 -0.65620
34 O -0.42958 -1.73743 1.16264
35 H 1.94614 -0.42723 -6.11643
36 Fe -1.00787 0.02926 0.86645
37 H -4.64016 -2.13296 3.41592
38 H -2.67865 -2.19220 -2.62475
39 S -3.61141 -0.97569 0.88633
40 C 0.94569 2.73444 1.88868
41 H 0.67341 -7.35477 1.11556
42 H -4.74547 -1.51202 -3.74652
43 H 2.91949 5.76909 1.03824
44 C 0.12275 -5.26691 -2.35212
45 C -3.93919 -0.79714 -3.63931
46 C -0.36907 -2.08958 -1.65361
47 H -2.56667 4.55189 -1.38205
48 H -0.11377 4.95246 -0.49238
49 C 3.92553 3.95669 0.51079
50 H 0.86905 -5.99408 -2.03161
51 H 2.46503 -2.10862 4.86941
52 H 5.15751 2.31742 -0.13143
53 N -1.95455 -0.25607 2.74671
54 H -1.46493 4.95097 3.79894
55 H 3.82096 0.83354 -5.09854
56 C 4.11474 -2.63519 1.96785
57 N -2.77325 3.86852 -0.67381
58 H 2.20023 -2.92706 -3.82786
59 C -1.52650 -4.19725 0.89119
60 H 6.64746 6.23156 -1.05078
61 O -0.39980 0.13128 -0.90176
62 O -0.23795 -2.93650 -2.78728
63 N 1.84273 3.59768 1.57766
64 H -3.63112 1.80809 1.88381
65 C -2.44048 3.32995 2.80299
66 C -3.61110 5.05802 3.97560
67 H -3.60038 5.96468 4.56741
68 H -4.99600 0.78374 -4.63135
69 H -0.57142 4.69062 -2.19667
70 C 2.92485 0.86029 -3.14763
71 H -5.76968 2.81007 2.63802
72 C -1.41305 -0.18932 3.96709
73 C -0.43069 -0.60716 -2.07303
74 C -0.08117 4.24424 -1.32391
75 C -1.33461 -6.59314 1.06145
76 N -0.24430 3.39615 2.36068
77 C -4.08195 0.48819 -4.13116
78 C 5.05031 3.39544 -0.10065
79 C -4.82021 4.45333 3.64610
80 H -1.29161 -2.31359 -1.10697
81 H -0.65176 -5.20392 -1.58923
82 H 0.00817 -1.08450 -4.74362
83 H 4.65855 7.22235 0.04449
84 H -0.49007 0.37526 4.03444
85 C 1.72982 -2.59331 1.59288
86 H 1.52874 -1.54337 -0.77550
87 H -3.65704 -2.00317 5.69508
88 C -2.41658 4.49933 3.55407
89 H -1.06052 1.71451 -3.21928
90 C 0.83151 -0.54546 -4.29275
91 C -2.76536 -1.18135 -2.99739
92 C 0.84173 -2.39310 -0.77415
93 H -3.74355 3.62386 -0.56272
94 H 0.53639 -2.25167 3.32723
95 H -0.32686 -5.60276 -3.28778
96 C -3.08724 -0.94707 2.52348
97 C 2.97339 0.53469 -4.49416
98 C 0.63906 -5.22215 0.93951
99 C -2.11829 -5.45167 0.98512
100 O -2.34881 1.75230 -0.01279
101 C 0.47669 -2.67789 0.70976
102 C -3.17630 -1.50676 4.86011
103 C 1.73657 -3.90726 -3.73335
104 C -4.83254 3.28600 2.89692
105 C 0.77564 -0.22542 -2.93860
106 H 1.20946 -4.14604 -4.65769
107 H 1.71796 -5.13894 0.92360
108 S 1.11300 1.01028 1.71581
109 C -3.03756 1.39510 -3.98066
110 H -3.19869 -5.52844 1.00630
111 C 0.77028 -3.90718 -2.56353
112 H 0.96203 4.07953 -1.58241
113 H 3.73546 1.41931 -2.69488
114 C 3.79019 5.34426 0.56081
115 H -1.52058 -0.71994 6.03173

* Kohn-Sham gap (spin up / spin down): 7.140 / 7.050 eV
* expectation value of S²: 8.76
* total charge: -1
* DFT total energy: -4792.5816 hartree
* 2S+1: 6
* HOMO level (spin up / spin down): -4.899 / -4.842 eV
* energy above the lowest of the compared OMol25 structures with the same formula, charge and spin: 0.000 eV

Atomic partial charges in e from the Mulliken method, atoms 1 to 2:
1. H 0.379
2. N 0.312

> What is the total charge in the first record?

0